{"formula": "C3H6ClNO", "method": "ωB97M-V/def2-TZVPD", "energy_ha": -708.00592, "fmax_ev_per_a": 2.5, "homo_lumo_gap_ev": 10.796, "relative_energy_ev": 2.944, "spin_multiplicity": 1, "species": ["C", "C", "C", "H", "H", "H", "H", "H", "H", "N", "O", "Cl"], "coordinates": [[-1.33, -0.12, -0.14], [-0.56, -0.54, 1.03], [0.83, 0.00, 1.34], [-1.77, 1.12, -2.63], [-2.14, -0.73, -0.59], [-1.08, -0.30, 1.91], [-0.61, -1.59, 1.04], [0.64, 1.02, 1.14], [1.08, -0.06, 2.37], [-0.97, 0.80, -0.96], [-2.15, 1.06, -1.74], [2.01, -0.57, 0.23]], "mulliken_charge": [-0.092, -0.638, -0.500, 0.339, 0.424, 0.283, 0.391, 0.309, 0.382, -0.334, -0.381, -0.183]}

---

{"formula": "C3H6ClNO", "method": "ωB97M-V/def2-TZVPD", "energy_ha": -708.06922, "fmax_ev_per_a": 3.3, "homo_lumo_gap_ev": 10.548, "relative_energy_ev": 1.221, "spin_multiplicity": 1, "species": ["C", "C", "C", "N", "O", "Cl", "H", "H", "H", "H", "H", "H"], "coordinates": [[1.57, 0.94, -0.64], [-0.64, -0.43, -0.49], [0.59, 0.04, 0.22], [0.23, 0.44, 1.52], [2.09, 1.94, -0.25], [1.89, -1.32, 0.00], [1.54, 0.69, -1.69], [-1.03, -1.39, -0.14], [-0.14, -0.62, -1.49], [-1.32, 0.38, -0.46], [-0.44, -0.26, 1.85], [0.94, 0.65, 2.23]], "mulliken_charge": [-0.182, -1.207, 0.704, -0.530, -0.457, -0.257, 0.344, 0.383, 0.316, 0.355, 0.270, 0.261]}

---

| no. | HOMO energy (eV) |
| --- | --- |
| 1 | -9.83 |
| 2 | -9.74 |